[1]
Below is a molecular structure, C3H10N4 at a distorted geometry, with properties calculated with ωB97M-V/def2-TZVPD.

The total charge is 0. The highest occupied orbital energy is -8.091 eV. The value obtained for the gap between HOMO and LUMO is 9.109 eV. Its spin multiplicity is 1.

The geometry in XYZ format:
```
17
C3H10N4 | OMol25 | ωB97M-V/def2-TZVPD
C 0.4248 1.3211 0.4760
C 0.7401 -2.3987 0.1676
C 1.2732 1.3968 -0.7614
N -1.1891 0.4126 0.0566
N -2.5055 0.8182 0.2498
N -0.9578 -0.8662 0.1579
N 0.2360 -1.0819 0.5367
H -3.0344 0.1096 0.7538
H -2.9354 0.9555 -0.6607
H -0.1216 2.2383 0.6748
H 0.9451 1.0252 1.3802
H 1.5968 -2.6358 0.8006
H -0.0274 -3.1681 0.3010
H 1.0719 -2.4125 -0.8778
H 0.6533 1.4363 -1.6599
H 1.9453 0.5419 -0.8530
H 1.8847 2.3077 -0.7422
```

Results of the natural (NBO) charge analysis, in e, for atoms 1 through 8: atom 1 (C): -0.179, atom 2 (C): -0.446, atom 3 (C): -0.653, atom 4 (N): -0.106, atom 5 (N): -0.649, atom 6 (N): -0.025, atom 7 (N): -0.301, atom 8 (H): 0.359

[2]
Below is a molecular structure, C23H32BaN6O6PS at a distorted geometry, with properties calculated with ωB97M-V/def2-TZVPD.

The total charge is +1. The highest occupied orbital energy is -10.443 eV. The value obtained for the gap between HOMO and LUMO is 7.810 eV. Its spin multiplicity is 1.

The geometry in XYZ format:
```
70
C23H32BaN6O6PS | OMol25 | ωB97M-V/def2-TZVPD
Ba 0.5632 -1.7459 -0.8853
N 4.2893 -0.1308 6.6525
C 3.5084 -0.3465 5.5590
C 2.1788 0.0941 5.5294
C 1.3811 -0.1496 4.4305
C 1.8919 -0.8445 3.3453
C 3.2134 -1.2772 3.3535
C 4.0159 -1.0363 4.4472
S 0.9108 -1.0609 1.9229
O 1.1309 -2.4290 1.3497
O -0.4669 -0.7947 2.2640
N 1.4194 -0.1836 0.7072
C 1.0576 1.1547 0.5292
N 0.9370 1.9541 1.5773
C 0.7033 3.2288 1.2851
C 0.6014 3.6893 -0.0215
C 0.7033 2.7438 -1.0328
N 0.9224 1.4574 -0.7747
H 3.9690 0.4618 7.3959
H 5.2702 -0.3392 6.6254
H 1.7730 0.6259 6.3792
H 0.3602 0.2007 4.4180
H 3.6165 -1.8068 2.4988
H 5.0374 -1.3882 4.4504
H 0.5989 3.9082 2.1222
H 0.4374 4.7324 -0.2398
H 0.6000 3.0236 -2.0749
C 3.8190 -1.9465 -4.1537
O 4.4689 -1.5965 -2.9337
P 3.8153 -2.1155 -1.5557
O 4.3486 -3.6340 -1.5159
C 3.9490 -4.4267 -0.3907
O 4.8108 -1.4359 -0.5055
C 4.8462 -0.0032 -0.3948
H 4.1323 -1.2245 -4.9046
H 2.7245 -1.8978 -4.0497
H 4.1085 -2.9529 -4.4570
H 4.1372 -5.4656 -0.6507
H 2.8846 -4.2976 -0.1628
H 4.5329 -4.1505 0.4870
H 5.6647 0.2287 0.2821
H 3.9054 0.3620 0.0203
H 5.0424 0.4456 -1.3675
C -5.6424 2.4834 -4.1157
C -5.9325 2.4949 -2.6263
N -5.0345 1.6177 -1.8737
C -4.0173 2.2394 -1.0424
C -2.9153 2.9061 -1.8470
C -5.3120 0.2959 -1.8982
O -6.2880 -0.1652 -2.4659
C -4.4044 -0.6754 -1.1846
C -4.9748 -1.5745 -0.2889
C -4.1774 -2.5450 0.2870
C -2.8363 -2.6044 -0.0641
N -2.2911 -1.7916 -0.9695
C -3.0639 -0.8447 -1.5013
H -6.3403 3.1310 -4.6444
H -5.7519 1.4774 -4.5158
H -4.6333 2.8364 -4.3255
H -6.9580 2.1749 -2.4322
H -5.8160 3.4966 -2.2080
H -3.6151 1.4909 -0.3602
H -4.5129 2.9843 -0.4094
H -2.4043 2.1942 -2.4967
H -2.1817 3.3511 -1.1766
H -3.3093 3.7010 -2.4788
H -6.0313 -1.5081 -0.0672
H -4.5773 -3.2508 0.9993
H -2.1899 -3.3502 0.3835
H -2.6028 -0.1960 -2.2379
```

Results of the Löwdin charge analysis, in e, for atoms 1 through 8: atom 1 (Ba): 1.816, atom 2 (N): 0.127, atom 3 (C): -0.309, atom 4 (C): -0.014, atom 5 (C): -0.052, atom 6 (C): -0.311, atom 7 (C): -0.055, atom 8 (C): -0.016

[3]
Below is a single C4H5ClFNO4 molecule at a distorted geometry, with properties calculated with ωB97M-V/def2-TZVPD.

The total charge is 0. The highest occupied orbital energy is -10.989 eV. As for the SMILES: CCOC(=O)[C@@](F)(Cl)[N+](=O)[O-]. The value obtained for the gap between HOMO and LUMO is 10.563 eV. Its spin multiplicity is 1.

The geometry in XYZ format:
```
16
C4H5ClFNO4 | OMol25 | ωB97M-V/def2-TZVPD
C -0.3392 0.1954 0.2063
C 0.7547 0.2713 1.2649
O 2.0316 0.5852 0.6082
C 2.6814 -0.3631 -0.0015
O 2.4100 -1.4985 -0.1750
C 4.1482 0.2855 -0.3930
F 4.1795 0.6496 -1.6716
Cl 4.4521 1.6486 0.6358
N 5.0077 -0.8341 -0.0906
O 5.1735 -1.0157 1.0800
O 5.3977 -1.5397 -1.0175
H -1.3442 0.1341 0.6341
H -0.4613 1.1427 -0.4236
H -0.2612 -0.7198 -0.6370
H 0.8115 -0.6749 1.7236
H 0.6620 1.1970 1.9348
```

Results of the natural (NBO) charge analysis, in e, for atoms 1 through 8: atom 1 (C): -0.661, atom 2 (C): -0.086, atom 3 (O): -0.492, atom 4 (C): 0.774, atom 5 (O): -0.543, atom 6 (C): 0.303, atom 7 (F): -0.282, atom 8 (Cl): 0.062

> highest occupied orbital energy of number 1 (C3H10N4)?

-8.091 eV